# 1
A structure of composition C40H35ILuN5O6PS in a non-equilibrium geometry, computed with ωB97M-V with the def2-TZVPD basis set.

Each line ends with the Mulliken charge.
Cartesian coordinates (Å):
Lu -0.2263 0.6831 -0.4182  0.7399
O -1.3680 2.4782 0.5363  -0.7461
C -0.2358 2.6392 1.0304  -0.2636
O 0.8299 2.3594 0.3451  0.7548
C -0.0785 3.0931 2.4558  -0.1353
C 1.3654 3.4566 2.8163  -0.0755
C 1.4168 4.0443 4.2397  -0.9879
C 1.3385 2.7576 5.1129  -0.9881
C 1.0940 1.7058 4.0305  -0.1059
O 1.9727 2.1612 2.9885  -0.5100
C -0.3310 1.9083 3.4575  0.1886
C -0.9335 0.5996 2.9372  -0.6002
O -1.5575 -0.0701 3.7548  -0.7746
O -0.7098 0.2587 1.7170  -0.3222
H -0.7831 3.9097 2.6004  0.5897
H 1.8904 4.0256 2.0555  0.6032
H 2.3454 4.5890 4.4063  0.3484
H 0.5827 4.7259 4.4194  0.3397
H 2.2853 2.5664 5.6160  0.3236
H 0.5441 2.7846 5.8577  0.4187
H 1.3284 0.6807 4.3041  0.6401
H -0.9826 2.2152 4.2693  0.6384
C -5.5909 -1.3472 -3.8997  -0.4891
C -5.7964 -1.9711 -2.6787  -0.7377
C -4.8004 -1.9553 -1.7059  -0.3971
C -3.5871 -1.3224 -1.9500  0.9125
C -3.3931 -0.6817 -3.1773  -0.2778
C -4.3856 -0.6968 -4.1464  -0.8458
P -2.1641 -1.3443 -0.7792  0.4497
C -2.8739 -2.0880 0.7243  0.6979
C -2.5378 -3.3310 1.2465  -0.6012
C -3.1186 -3.7713 2.4299  -0.6995
C -4.0302 -2.9717 3.1054  -0.4970
C -4.3527 -1.7188 2.6021  -0.7112
C -3.7693 -1.2787 1.4238  -0.4279
C -1.1848 -2.6448 -1.6508  0.5795
C -1.7173 -3.8861 -1.8531  -0.3375
C -0.9723 -4.9015 -2.5026  -1.0484
C 0.2884 -4.6320 -2.9434  -0.8906
C 0.8605 -3.3391 -2.7850  1.1081
C 2.1710 -3.0644 -3.2574  -1.1378
C 2.6908 -1.8113 -3.1089  -1.4956
C 1.9245 -0.7896 -2.4932  -0.5621
C 0.6535 -0.9724 -2.0002  0.4967
C 0.1236 -2.3041 -2.1454  0.2662
H -6.3664 -1.3637 -4.6568  0.3554
H -6.7352 -2.4727 -2.4759  0.4002
H -4.9735 -2.4398 -0.7522  0.3400
H -2.4592 -0.1687 -3.3754  0.1611
H -4.2202 -0.1920 -5.0913  0.4358
H -1.8010 -3.9438 0.7456  0.4506
H -2.8446 -4.7408 2.8315  0.3717
H -4.4713 -3.3146 4.0338  0.3398
H -5.0327 -1.0709 3.1421  0.3804
H -3.9975 -0.2854 1.0526  0.4225
H -2.7257 -4.1052 -1.5154  0.5765
H -1.4077 -5.8858 -2.6411  0.3909
H 0.8736 -5.3998 -3.4411  0.3659
H 2.7366 -3.8575 -3.7355  0.3280
H 3.6928 -1.5915 -3.4640  0.4538
H 2.4049 0.1824 -2.3828  0.6421
I 1.1409 4.1287 -5.6481  0.1017
C 1.9120 4.0472 -3.7228  -0.3365
C 2.1613 5.2005 -3.0131  -0.2093
C 2.6895 5.0743 -1.7384  -0.7297
C 2.9180 3.8082 -1.2404  -0.1718
N 2.6526 2.6796 -1.9063  -0.0022
C 2.1591 2.8113 -3.1383  -0.2412
H 1.9290 6.1710 -3.4295  0.3707
H 2.8889 5.9476 -1.1306  0.3639
H 3.3208 3.6943 -0.2361  0.3664
H 1.9203 1.8983 -3.6698  0.2913
S -1.1079 2.1077 -2.6733  -0.4079
C -0.8666 3.7146 -2.1817  0.6246
N -0.6995 4.8191 -1.8700  -0.7712
C 4.9640 -1.4319 1.9491  -1.0076
N 3.5947 -1.2997 1.5292  0.1653
C 2.6021 -2.3595 1.6253  -0.5763
C 1.3911 -1.6787 0.9908  -0.6288
O 0.2972 -2.1677 0.8416  -0.2056
N 1.7546 -0.4128 0.5936  1.3738
C 3.0153 -0.2413 0.9210  -0.4137
N 3.6631 0.8858 0.6046  -0.2347
H 5.4770 -2.2081 1.3765  0.3005
H 5.0228 -1.6861 3.0078  0.3091
H 5.5002 -0.4982 1.7970  0.3217
H 2.3933 -2.6430 2.6594  0.3466
H 2.8843 -3.2453 1.0540  0.3185
H 3.0557 1.6181 0.2556  -0.4061
H 4.4681 1.1672 1.1316  0.2436

Total charge ... -1
ΔE to the lowest compared entry with this formula, charge and spin ... 88.1 kJ/mol
Frontier orbital gap ... 7.12 eV

***

# 2
A structure of composition C40H35MoN8S4Se, computed with ωB97M-V with the def2-TZVPD basis set.

Each line ends with the Mulliken charge.
Cartesian coordinates (Å):
Mo 0.5577 -0.9863 0.6712  0.5619
S -1.8674 -0.9025 1.0159  -0.4807
C -2.2608 -2.5431 1.5272  0.4516
C -3.4520 -2.7823 2.2113  -0.7867
C -3.7771 -4.0555 2.6570  -0.6048
C -2.9106 -5.1100 2.4185  -0.5911
C -1.7257 -4.8848 1.7321  -0.7289
C -1.3867 -3.6101 1.2822  0.7446
S 0.1100 -3.3560 0.3899  -0.4145
H -4.1212 -1.9501 2.3932  0.4310
H -4.7051 -4.2206 3.1903  0.3678
H -3.1523 -6.1067 2.7660  0.3702
H -1.0427 -5.7027 1.5375  0.4181
S 2.5924 -1.6142 -0.4676  -0.6236
C 3.7512 -0.3545 -0.2301  0.4351
C 4.8632 -0.2057 -1.0610  -0.9133
C 5.7591 0.8337 -0.8683  0.4600
C 6.8717 0.9731 -1.7605  -0.1385
N 7.7545 1.0612 -2.4910  -0.5848
C 5.5573 1.7434 0.1897  0.4820
C 4.4632 1.5877 1.0270  -1.0724
C 3.5525 0.5518 0.8225  1.2826
S 2.1816 0.3233 1.8593  -0.5199
C 6.4626 2.8325 0.4030  -0.1766
N 7.1844 3.7110 0.5720  -0.5755
H 5.0178 -0.9032 -1.8741  0.5051
H 4.3064 2.2866 1.8378  0.5317
N -0.3757 2.1167 0.0515  -0.7921
C -0.0490 1.0250 0.2603  0.4226
C -2.2690 -0.3937 -5.3578  -0.7226
C -3.4104 -0.7726 -4.4147  -0.4636
C -3.8923 0.3534 -3.4958  -0.7539
C -2.9955 0.6591 -2.3000  -0.9341
N -1.7133 1.2479 -2.6560  1.4907
C -0.5126 0.6566 -2.5058  -1.0855
Se -0.2550 -1.1230 -2.0144  -0.2199
N 0.4423 1.5764 -2.7554  1.6972
C 1.8755 1.3851 -2.5854  -0.3220
C 2.6308 1.4564 -3.9115  -0.8783
C 2.3726 0.2541 -4.8174  0.0360
C 3.0688 -1.0151 -4.3382  -0.9411
C -0.1582 2.7925 -3.0243  1.0499
C 0.3720 4.0494 -3.2681  -0.9763
C -0.5264 5.0843 -3.4682  -0.8643
C -1.9070 4.8706 -3.4161  -0.7688
C -2.4330 3.6153 -3.1609  -1.1383
C -1.5308 2.5815 -2.9672  0.3537
H -2.1455 -1.1512 -6.1327  0.4207
H -1.3190 -0.3151 -4.8333  -0.0907
H -2.4673 0.5613 -5.8506  0.2845
H -3.1115 -1.6288 -3.8047  0.2340
H -4.2637 -1.0963 -5.0170  0.3788
H -4.8640 0.0734 -3.0798  0.4503
H -4.0549 1.2615 -4.0861  0.3246
H -2.7823 -0.2470 -1.7315  0.1229
H -3.4831 1.3626 -1.6211  0.4590
H 2.0071 0.4135 -2.1127  -1.2311
H 2.2257 2.1467 -1.8844  0.6371
H 3.6988 1.5252 -3.6842  0.4449
H 2.3588 2.3774 -4.4351  0.4630
H 2.7048 0.4970 -5.8302  0.4379
H 1.2939 0.0752 -4.8769  -0.2144
H 4.1526 -0.8761 -4.3133  0.3454
H 2.8516 -1.8508 -5.0046  0.4220
H 2.7338 -1.3019 -3.3409  -0.0265
H 1.4390 4.2197 -3.2832  0.4411
H -0.1518 6.0811 -3.6563  0.3976
H -2.5777 5.7057 -3.5663  0.4013
H -3.5001 3.4536 -3.0980  0.4190
N -3.4406 0.8744 10.4553  -0.5318
C -2.9114 0.4895 9.5103  0.0703
C -2.2457 0.0120 8.3333  0.5160
C -1.6354 0.9130 7.4608  -0.8218
C -0.9788 0.4513 6.3379  -0.2028
C -0.9427 -0.9125 6.0657  0.4830
C -1.5607 -1.8133 6.9251  -0.5194
C -2.2008 -1.3540 8.0587  -0.8458
N -0.2855 -1.3770 4.9117  0.3411
C 0.4478 -2.5408 4.7774  -0.2094
C 0.8454 -2.5880 3.4826  -1.7468
N 0.3500 -1.4887 2.8209  1.4006
C -0.3112 -0.7777 3.6954  -1.1626
H -1.6675 1.9718 7.6769  0.4290
H -0.4785 1.1409 5.6714  0.5657
H -1.5547 -2.8680 6.6850  0.4980
H -2.6871 -2.0481 8.7304  0.4235
H 0.6314 -3.1978 5.6069  0.5211
H 1.4267 -3.3282 2.9626  0.5475
H -0.8636 0.1181 3.4687  0.7033

Total charge ... -1
ΔE to the lowest compared entry with this formula, charge and spin ... 15.2 kJ/mol
Frontier orbital gap (spin up / spin down) ... 5.99 / 5.97 eV